[1]
19
Properties=species:S:1:pos:R:3 method="wB97M-V/def2-TZVPD" charge=0 gap_ev=9.39 e_homo_ev=-9.0 smiles="N[C@@H](CCC(=O)O)C(=O)O" e_tot_ha=-551.58463 lumo_ev=0.40 de_lowest_ev=2.862 mol_weight_da=147.1
C 1.3511 0.3919 0.7860
C 2.1090 -0.4329 -0.3198
C -0.1037 -0.3218 0.9621
C -1.0947 0.3765 -0.0426
C -2.5216 -0.1750 -0.0468
H 1.3667 2.4633 1.2120
H 2.2802 2.2083 -0.0069
H 1.7248 0.2670 1.7704
H -0.3329 -0.4573 2.0348
H 0.3539 -1.3125 0.6242
H -0.6822 0.3732 -1.0133
H -1.1955 1.3631 0.2026
H -2.6695 1.3463 -1.4939
H 2.5306 -2.2015 -0.7034
N 1.5263 1.7448 0.4735
O 2.7591 0.1822 -1.1248
O -2.9085 -1.2254 0.3308
O -3.2726 0.8239 -0.7802
O 1.8594 -1.6926 -0.1727



[2]
45
Properties=species:S:1:pos:R:3 method="wB97M-V/def2-TZVPD" charge=+1 gap_ev=6.08 e_homo_ev=-10.3 e_tot_ha=-2757.91343 lumo_ev=-4.21 de_lowest_ev=0.000 mol_weight_da=428.6
K 2.6654 -2.4301 2.6739
K -1.2365 -2.3277 3.3945
C 0.2861 -1.0486 0.2558
O 0.4721 -1.1124 1.6259
H 0.2697 -0.0091 -0.1093
H 1.0651 -1.5992 -0.3123
H -0.6715 -1.5022 -0.0717
C -3.7565 -2.0664 -0.3084
N -4.0637 -3.1728 0.6194
O -3.1450 -3.6100 1.3166
O -5.1853 -3.6001 0.6445
H -3.6901 -1.1403 0.2590
H -4.5623 -2.0234 -1.0327
H -2.8233 -2.3032 -0.8091
C 4.1630 -1.9980 -1.3297
C 3.3929 -1.2735 -2.4315
O 3.9323 -1.8447 -3.6332
S 5.5075 -1.8696 -3.4164
O 5.9993 -0.5553 -3.4421
O 6.0519 -2.8916 -4.1898
O 5.4364 -2.3434 -1.8976
H 3.7273 -2.9370 -0.9842
H 4.3517 -1.3526 -0.4675
H 3.5494 -0.1968 -2.3919
H 2.3273 -1.4836 -2.4161
N 2.4078 3.9618 -0.3157
C 2.0061 4.8134 0.6793
C 0.7687 4.4140 1.1034
C 0.4002 3.2928 0.3113
C 1.4334 3.0408 -0.5500
H 3.2249 4.0976 -0.8834
H 2.6995 5.5687 1.0077
H 0.2318 4.8197 1.9438
H -0.5535 2.8009 0.3250
H 1.5355 2.2471 -1.2700
N -2.8568 0.7159 2.2060
C -2.9448 1.0808 0.8884
C -4.2552 1.0284 0.5352
C -4.9999 0.5687 1.6616
C -4.1097 0.3959 2.6820
H -2.0719 0.8685 2.8153
H -2.0402 1.2219 0.3278
H -4.6102 1.1851 -0.4709
H -6.0668 0.4518 1.7453
H -4.2621 0.1177 3.7118



[3]
71
Properties=species:S:1:pos:R:3 method="wB97M-V/def2-TZVPD" charge=+1 gap_ev="6.99 / 6.12" e_homo_ev="-9.1 / -11.8" multiplicity=5 e_tot_ha=-1578.66984 s2=6.0261 lumo_ev="-2.13 / -5.70" mol_weight_da=662.7
Ir -1.2554 0.0105 0.2945
C -0.8287 2.7082 2.7869
C 0.3158 2.3899 1.8916
C 1.4620 3.1545 1.6398
C 2.2181 2.3986 0.7752
N 1.5745 1.2405 0.5418
N 0.3803 1.2519 1.1999
B 2.0116 0.0070 -0.2617
N 1.2394 -0.0659 -1.5832
C 1.6695 -0.2912 -2.8374
C 0.5765 -0.3909 -3.6647
C -0.5366 -0.2248 -2.8333
C -1.9743 -0.3635 -3.1895
N -0.1292 0.0118 -1.5857
N 1.5289 -1.2701 0.6049
C 2.1149 -1.9538 1.5997
C 1.2010 -2.7574 2.2466
C -0.0942 -2.5438 1.5960
C -2.0623 -3.5130 2.8521
N 0.1944 -1.5751 0.5604
N 3.5026 -0.1323 -0.3702
C 4.4783 0.2403 0.5070
C 5.6029 -0.4796 0.2180
C 5.2326 -1.3131 -0.8649
C 6.0674 -2.3194 -1.5828
N 3.9730 -1.1089 -1.1986
H -0.4672 3.1821 3.6986
H -1.3802 1.8067 3.0477
H -1.5211 3.3938 2.3011
H 1.7004 4.1251 2.0391
H 3.1666 2.6103 0.3117
H 2.7213 -0.3897 -3.0379
H 0.5756 -0.5753 -4.7248
H -2.2669 0.3711 -3.9391
H -2.6060 -0.2407 -2.3111
H -2.1529 -1.3530 -3.6129
H 3.1717 -1.8258 1.7867
H 1.4023 -3.4123 3.0782
H -1.4200 -3.9527 3.6170
H -2.2442 -4.2644 2.0833
H -3.0146 -3.2686 3.3217
H 4.3077 0.9748 1.2754
H 6.5632 -0.4102 0.7003
H 7.0868 -1.9577 -1.7087
H 5.6460 -2.5306 -2.5634
H 6.1152 -3.2552 -1.0238
C -2.3135 -1.5687 1.1862
C -2.4917 -2.4074 -0.0142
C -1.4664 -3.1370 -0.5006
C -0.1634 -3.0107 0.1341
C -1.4324 -2.2593 2.2570
H -3.2561 -1.2302 1.6118
H -3.4513 -2.4167 -0.5172
H -1.5578 -3.7687 -1.3724
H 0.6942 -3.5497 -0.2471
H -1.2400 -1.5321 3.0503
C -1.7182 3.2209 -1.0484
C -3.0099 2.6050 -0.4990
C -3.7523 3.6402 0.3597
C -3.9341 2.2709 -1.6858
C -2.7318 1.3802 0.3374
H -1.9474 4.0655 -1.7022
H -1.1503 2.4913 -1.6320
H -1.0747 3.5866 -0.2462
H -3.9443 4.5457 -0.2199
H -3.1850 3.9249 1.2461
H -4.7138 3.2441 0.6922
H -4.2796 3.1944 -2.1575
H -4.8111 1.7106 -1.3567
H -3.4144 1.6909 -2.4441
H -3.5012 1.1708 1.0868



[4]
121
Properties=species:S:1:pos:R:3 method="wB97M-V/def2-TZVPD" charge=+1 gap_ev=5.90 e_homo_ev=-11.3 e_tot_ha=-7952.09208 lumo_ev=-5.42 mol_weight_da=1417.8
C -2.0249 -2.0243 6.3210
C -3.5435 -2.1342 6.3319
O -3.9828 -2.7520 5.1130
C -4.9056 -1.9710 4.3589
C -4.9530 -2.5622 2.9363
C -4.0192 -1.7938 2.0026
C -2.5788 -1.8745 2.4923
N -1.7831 -0.8430 1.8260
C -2.1047 -0.7261 0.4251
C -1.0601 -0.1151 -0.5053
C -0.2800 0.9877 0.1897
C -1.1682 2.1949 0.4437
I 1.2860 1.6070 -1.1598
C -2.7617 -1.9861 -0.1814
C -1.8002 -3.1998 -0.4158
Cl -0.1720 -2.9755 0.3845
C -2.1356 -4.7004 -0.1904
C -2.2052 -5.2188 1.2237
Cl -0.7303 -5.6183 -0.9241
N -4.1336 -1.9986 0.5042
I -5.3037 -3.8122 0.1996
C -5.0203 -1.1353 -0.2981
Cl -5.4812 -1.7941 -1.9093
C -5.5411 0.0716 -0.1383
C -6.4709 0.8224 -1.0022
Cl -5.1518 1.0261 1.2638
H -1.6364 -2.0202 7.3304
H -1.6623 -2.8771 5.7639
H -1.7223 -1.1226 5.7959
H -3.8491 -2.7711 7.1590
H -4.0187 -1.1687 6.4774
H -4.5866 -0.9285 4.3572
H -5.8827 -2.0977 4.8167
H -5.9917 -2.4235 2.6619
H -4.6809 -3.6007 3.0859
H -4.2405 -0.7886 2.3138
H -2.5714 -1.6049 3.5316
H -2.1523 -2.8773 2.4283
H -0.7978 -0.9892 1.9936
H -2.9025 0.0181 0.3824
H -0.3850 -0.8264 -0.9625
H -1.5786 0.3766 -1.3242
H 0.2217 0.6370 1.0791
H -0.5890 3.0045 0.8616
H -1.6117 2.5014 -0.4959
H -1.9551 1.9084 1.1386
H -2.9517 -1.5984 -1.1701
H -1.5133 -3.1544 -1.4497
H -2.9181 -5.0558 -0.8311
H -1.3317 -4.9507 1.8014
H -2.2194 -6.2995 1.2009
H -3.0697 -4.9003 1.7931
H -6.0684 1.8086 -1.1917
H -7.3682 0.9880 -0.4110
H -6.7611 0.3390 -1.9182
C 5.0722 3.9429 -1.6638
C 3.8455 3.8886 -2.5481
O 3.9256 5.0815 -3.3511
S 5.4562 5.4248 -3.6368
O 5.8114 4.9117 -4.9162
O 5.6961 6.7743 -3.2827
O 6.0996 4.4698 -2.5280
H 4.9386 4.6291 -0.8255
H 5.3628 2.9675 -1.2874
H 2.9159 3.8820 -1.9871
H 3.8724 3.0254 -3.2138
C 3.2231 3.7998 -6.9645
C 3.4151 2.5235 -7.7562
O 3.0924 1.4785 -6.8230
S 1.9496 1.9832 -5.8284
O 0.6883 1.5162 -6.2760
O 2.3921 1.7557 -4.4989
O 2.0608 3.5430 -6.1535
H 4.0699 3.9967 -6.3047
H 3.0479 4.6636 -7.5990
H 4.4327 2.4012 -8.1144
H 2.7201 2.4611 -8.5959
C -9.5750 -1.7806 -0.8928
C -11.0836 -1.8889 -0.8559
O -11.3980 -1.8066 0.5428
S -10.3498 -0.8512 1.2876
O -10.8919 0.4489 1.4104
O -9.8114 -1.5494 2.3965
O -9.2456 -0.8198 0.1152
H -9.1019 -2.7297 -0.6292
H -9.2065 -1.4457 -1.8594
H -11.4506 -2.8240 -1.2681
H -11.5589 -1.0517 -1.3704
C 4.1554 0.8346 4.1462
C 2.9421 0.7904 3.2288
O 3.0714 1.9976 2.4557
S 4.6186 2.3416 2.2161
O 5.0080 1.8483 0.9428
O 4.8360 3.6881 2.5952
O 5.2116 1.3690 3.3313
H 3.9929 1.5139 4.9853
H 4.4398 -0.1377 4.5211
H 2.0027 0.7876 3.7740
H 2.9686 -0.0579 2.5459
C 3.6871 -5.1591 4.1077
C 4.9569 -4.3447 4.2370
O 4.6303 -3.0868 3.6194
S 3.0912 -2.7544 3.8651
O 2.9751 -1.8795 4.9770
O 2.4909 -2.4497 2.6157
O 2.6287 -4.2094 4.3315
H 3.5740 -5.5707 3.1036
H 3.6272 -5.9594 4.8392
H 5.8029 -4.7988 3.7307
H 5.2114 -4.1595 5.2819
C 9.2905 5.4887 -5.4969
C 9.6705 4.6266 -4.3176
O 9.9281 3.3363 -4.8860
S 10.5420 3.5158 -6.3593
O 11.9535 3.4163 -6.2909
O 9.7822 2.7228 -7.2544
O 10.1562 5.0610 -6.5584
H 8.2575 5.3129 -5.8016
H 9.4369 6.5471 -5.2998
H 8.8778 4.5645 -3.5768
H 10.5867 4.9824 -3.8411



[5]
20
Properties=species:S:1:pos:R:3 method="wB97M-V/def2-TZVPD" charge=+2 gap_ev=5.84 e_homo_ev=-16.7 e_tot_ha=-1967.92953 lumo_ev=-10.88 mol_weight_da=260.1
O -1.5219 2.3200 -1.2515
C -1.0374 1.1896 -1.4735
C -1.6221 0.1433 -2.6138
C -1.6855 -1.2708 -2.1559
C -1.2015 -1.6631 -0.6211
O -1.6983 -2.6612 -0.0379
C -0.0131 -0.7492 0.0390
P 1.0527 -1.3787 1.4996
P 1.4750 0.4309 2.6703
O 1.8851 -0.0348 4.0663
O 2.8143 1.2227 1.9320
O 0.1690 1.5175 2.6588
C 0.2204 0.5835 -0.5794
H -1.9161 0.4718 -3.6768
H -2.0793 -2.1164 -2.8170
H 0.1941 -2.2850 2.2521
H 2.8560 0.9294 0.9921
H 0.3709 2.3351 2.1419
H 1.2155 1.1225 -0.4265
Ca 0.5223 -0.1071 -2.5986



[6]
24
Properties=species:S:1:pos:R:3 method="wB97M-V/def2-TZVPD" charge=0 gap_ev=9.79 e_homo_ev=-9.4 smiles="N[C@@H](Cc1ccc(O)cc1)C(=O)O" e_tot_ha=-629.96695 lumo_ev=0.41 de_lowest_ev=2.487 mol_weight_da=181.2
C 0.6634 -1.9582 -0.7038
C 2.0008 -1.3402 -1.3295
C 0.4163 -1.3143 0.6991
C -0.2761 0.1104 0.4731
C 0.4903 1.2348 0.9554
C -1.5859 0.3695 -0.0382
C -0.1643 2.5769 0.8065
C -2.1538 1.6062 0.0067
C -1.4469 2.7288 0.4914
H 1.4644 -3.7276 -1.3964
H 1.5930 -3.4909 0.2088
H -0.2366 -1.5854 -1.2950
H 1.4304 -1.0985 1.2468
H -0.2351 -1.9054 1.4435
H 1.4508 1.0807 1.3970
H -2.1604 -0.6574 -0.0043
H 0.2461 3.4701 1.2613
H -3.2479 1.6274 -0.1284
H -3.0868 3.5967 0.1952
H 1.2165 0.4312 -1.3094
N 0.9021 -3.4395 -0.5994
O 2.9171 -2.1158 -1.4892
O -2.2796 3.8815 0.6655
O 2.0821 -0.0809 -1.5566



[7]
74
Properties=species:S:1:pos:R:3 method="wB97M-V/def2-TZVPD" charge=+1 gap_ev=5.97 e_homo_ev=-8.9 e_tot_ha=-2157.85535 lumo_ev=-2.92 de_lowest_ev=1.269 mol_weight_da=704.0
Ba -0.1908 0.0450 -0.1305
C 3.4667 -3.7371 2.0457
C 4.1189 -2.5592 2.3953
C 3.4534 -1.3414 2.3703
C 2.1041 -1.2750 2.0021
C 1.4610 -2.4686 1.6353
C 2.1332 -3.6846 1.6614
N 1.3934 -0.0718 1.8294
C 1.4106 0.9472 2.6775
C 2.0031 0.9195 3.9952
C 1.9687 2.0009 4.8089
C 1.3463 3.2297 4.4201
C 0.7103 3.2950 3.2296
C 0.6871 2.1701 2.3450
N -0.0850 2.1480 1.2190
N -0.8497 3.1534 1.0064
C -1.6753 3.0449 -0.1351
C -2.6050 4.0685 -0.3230
C -3.4225 4.0357 -1.4310
C -3.3156 2.9838 -2.3412
C -2.3913 2.0032 -2.0715
N -1.5855 2.0181 -0.9946
H 3.9910 -4.6832 2.0777
H 5.1614 -2.5882 2.6902
H 3.9838 -0.4289 2.6146
H 0.4136 -2.4318 1.3436
H 1.6094 -4.5944 1.3909
H 2.4685 0.0048 4.3342
H 2.4225 1.9305 5.7913
H 1.3714 4.0842 5.0832
H 0.1976 4.1938 2.9159
H -2.6488 4.8651 0.4075
H -4.1441 4.8261 -1.5953
H -3.9325 2.9305 -3.2273
H -2.2743 1.1584 -2.7453
C 1.5205 -3.3050 -2.9913
C 1.8051 -2.1026 -2.1434
O 0.8989 -1.4864 -1.5502
N 3.0676 -1.6869 -2.0551
C 3.4396 -0.4998 -1.2801
C 3.0882 0.8094 -1.9586
C 3.8580 1.3019 -3.0017
C 3.5191 2.5155 -3.5740
C 2.4251 3.2072 -3.0803
C 1.7084 2.6427 -2.0403
N 2.0180 1.4617 -1.4881
H 0.6296 -3.8011 -2.6149
H 2.3554 -4.0062 -3.0030
H 1.3279 -2.9757 -4.0146
H 3.7776 -2.2024 -2.5470
H 4.5111 -0.5574 -1.1020
H 2.9468 -0.5440 -0.3116
H 4.7229 0.7473 -3.3483
H 4.1085 2.9227 -4.3858
H 2.1343 4.1678 -3.4848
H 0.8474 3.1539 -1.6234
C -1.7612 -0.7654 3.6740
O -1.6850 0.1208 2.5569
H -2.7547 -0.7601 4.1216
H -1.0148 -0.5132 4.4291
H -1.5578 -1.7672 3.3026
H -1.9062 1.0136 2.8411
S -3.1752 -1.5794 0.4372
C -4.2644 -1.9546 -0.7948
N -5.5997 -1.9815 -0.5224
C -6.5858 -2.2866 -1.4073
C -6.2797 -2.5953 -2.6882
C -4.9137 -2.5926 -3.0504
C -3.9432 -2.2869 -2.1420
H -5.8391 -1.7587 0.4352
H -7.5942 -2.2638 -1.0210
H -7.0592 -2.8396 -3.3938
H -4.6352 -2.8462 -4.0665
H -2.8963 -2.2980 -2.4083



[8]
11
Properties=species:S:1:pos:R:3 method="wB97M-V/def2-TZVPD" charge=0 gap_ev="7.90 / 7.90" e_homo_ev="-7.5 / -7.4" e_tot_ha=-695.63089 lumo_ev="0.45 / 0.45" de_lowest_ev=5.470 mol_weight_da=116.1
C 1.0867 1.7037 -0.2247
C 0.9862 -0.9899 0.1246
N -0.0621 1.5812 0.1361
N 0.1187 -1.8975 0.0799
N -0.6578 0.5847 0.5762
N -1.8306 0.1475 -0.0148
S 2.2555 0.0138 -0.0928
H 1.5857 2.6424 -0.4805
H 0.2644 -2.9272 0.2611
H -2.1216 -0.6276 0.5160
H -1.6252 -0.2311 -0.8809



[9]
56
Properties=species:S:1:pos:R:3 method="wB97M-V/def2-TZVPD" charge=+2 gap_ev="6.56 / 5.40" e_homo_ev="-13.7 / -12.7" e_tot_ha=-1693.35927 lumo_ev="-7.14 / -7.28" de_lowest_ev=4.833 mol_weight_da=539.6
P -0.4655 -2.4281 1.4690
P -1.4423 1.8081 1.7585
C -1.1430 -0.9523 0.4891
C -0.6299 0.4724 0.7822
H -2.2524 -0.9609 0.5761
H -0.9049 -1.2225 -0.5691
H 0.3946 0.3822 1.2207
H -0.5354 0.9681 -0.2055
C -2.7277 2.6611 0.8555
H -3.0016 3.5618 1.4225
H -3.5911 2.0017 0.7442
H -2.3849 2.9775 -0.1420
C -0.0775 3.0100 1.8571
H 0.0541 3.3330 0.8069
H 0.8744 2.6222 2.2388
H -0.3657 3.8876 2.4438
C -1.9266 -3.5104 1.1945
H -1.8265 -4.4002 1.8358
H -1.9959 -3.8180 0.1384
H -2.8179 -2.9472 1.4905
C 0.6283 -3.4744 0.3189
H 1.1011 -2.9601 -0.5281
H 0.0154 -4.3028 -0.0659
H 1.4446 -3.9137 0.9207
Pb 2.1714 -0.3199 -0.9384
C 1.4246 1.3315 -2.2778
C 0.0121 1.3500 -2.2039
C -0.8837 0.5338 -3.0207
C -0.3489 -0.8361 -3.5641
C 0.5778 -1.5861 -2.6754
C 1.9840 -1.6096 -2.7897
C 2.7847 -0.5691 -3.5798
C 2.1898 0.8810 -3.5479
C 1.9053 -0.7180 2.1905
H 1.9097 2.1979 -1.7487
H -0.4902 2.2261 -1.7637
H -1.1648 1.1397 -3.8948
H -1.8320 0.3567 -2.4855
H -1.2721 -1.4398 -3.6983
H 0.0634 -0.6482 -4.5752
H 0.1162 -2.4399 -2.1741
H 2.4899 -2.5498 -2.5527
H 2.9572 -0.8760 -4.6259
H 3.7867 -0.5533 -3.1046
H 3.0552 1.5639 -3.5740
H 1.5590 1.0362 -4.4389
H 2.8311 -0.0854 2.1687
H 2.1436 -1.7884 2.1261
H 1.1484 -0.4856 2.9642
C -0.2164 1.9639 5.1711
O -1.5242 1.9521 4.5155
C -1.7882 1.1478 3.4555
O -2.3074 0.0406 3.5210
H -0.4145 2.2930 6.2091
H 0.4328 2.7085 4.6974
H 0.2757 0.9879 5.1620